DFT (ωB97M-V with the def2-TZVPD basis set) results for C7H6As2Cl3CuF20O4Pt2 as an isolated structure at a distorted geometry.

* energy: -280240.314 eV
* gap between HOMO and LUMO (spin up / spin down): 3.7 / 1.3 eV
* total charge: +2
* LUMO energy (spin up / spin down): -10.71 / -12.68 eV
* maximum force: 0.0717 hartree/bohr
* 2S+1: 5
* expectation value of S²: 6.068

Structure (XYZ):
```
45
Properties=species:S:1:pos:R:3:nbo_charge:R:1
Pt 0.467 1.572 7.961 0.997
C -4.914 0.698 -3.208 0.516
F -6.125 0.730 -2.640 -0.289
F -0.828 1.709 -2.465 -0.320
H 3.185 2.361 1.721 0.515
F -4.793 1.760 -4.046 -0.320
F 2.373 -7.479 2.385 -0.542
H -3.178 -1.628 -4.972 0.228
C 6.757 5.213 -2.136 -0.264
As -3.072 -0.166 3.509 2.785
C -3.280 -0.613 -4.586 -0.142
F -4.705 0.046 4.309 -0.607
H -0.732 -0.007 -1.712 0.163
F -5.686 -0.900 -4.823 -0.293
F 1.095 -5.433 3.402 -0.431
F 0.961 0.484 -2.570 -0.323
F -2.416 0.545 5.089 -0.672
F -0.560 -1.484 -4.073 -0.290
C -0.941 -0.222 -3.861 0.851
O 3.605 1.224 3.340 -0.434
As 2.760 -5.822 2.801 2.748
O 2.152 2.412 4.372 -0.350
F 2.215 -5.144 1.202 -0.385
F -3.753 -0.849 2.019 -0.599
Pt 4.885 -1.477 5.802 0.998
Cu -0.589 4.805 1.978 0.998
C -4.690 -0.625 -3.945 0.625
F 3.202 -6.427 4.463 -0.503
F -1.358 -0.287 2.839 -0.653
Cl 5.103 5.080 -2.808 -0.003
F 3.454 -4.237 3.293 -0.617
F -4.733 -1.598 -2.982 -0.312
F -2.961 -1.818 4.223 -0.607
Cl 6.888 4.059 -0.787 -0.008
F 4.417 -6.153 2.132 -0.428
O 2.508 2.808 2.235 -0.644
H 7.464 4.948 -2.922 0.244
H -3.373 0.037 -5.456 0.229
F -3.043 1.466 2.822 -0.642
Cl 6.993 6.906 -1.636 0.032
F -0.755 0.521 -4.985 -0.304
C -0.391 0.458 -2.637 0.496
O -2.350 -0.346 -3.530 -0.518
C 2.840 2.187 3.366 0.913
H -4.101 0.685 -2.482 0.162
```

DFT (ωB97M-V with the def2-TZVPD basis set) results for the molecule C7H6BrNO2 at a distorted geometry.

* energy: -82975.705 eV
* energy relative to the best compared isomer or geometry (same formula, charge and spin): 144.81 kcal per mole
* gap between HOMO and LUMO (spin up / spin down): 7.9 / 7.9 eV
* LUMO energy (spin up / spin down): -0.84 / -0.84 eV
* maximum force: 0.0879 hartree/bohr

Structure (XYZ):
```
17
Properties=species:S:1:pos:R:3:nbo_charge:R:1
C 0.629 -0.746 -0.080 -0.168
C 1.950 -0.731 -0.308 0.142
H -2.306 0.396 -0.995 0.247
C -0.498 2.764 0.218 0.232
C -1.751 0.178 -0.092 -0.653
C 0.316 1.601 0.023 0.227
H -0.466 -2.196 1.245 0.244
C 0.008 -2.043 0.136 -0.626
H -0.635 -2.249 -0.671 0.237
Br 3.458 -1.648 0.135 0.234
O 1.693 1.978 0.061 -0.210
O 2.523 1.239 -0.721 -0.283
H 0.867 -2.793 -0.167 0.233
N -1.312 3.572 0.404 -0.273
C -0.253 0.345 -0.110 -0.060
H -2.021 -0.711 0.430 0.228
H -2.203 1.043 0.492 0.248
```

DFT (ωB97M-V with the def2-TZVPD basis set) results for C7H6Cl2CoN2O3SY as an isolated structure at a distorted geometry.

* energy: -90982.149 eV
* gap between HOMO and LUMO (spin up / spin down): 6.2 / 4.3 eV
* total charge: +4
* LUMO energy (spin up / spin down): -15.51 / -17.54 eV
* maximum force: 0.2425 hartree/bohr
* 2S+1: 5
* expectation value of S²: 6.034

Structure (XYZ):
```
23
Properties=species:S:1:pos:R:3:nbo_charge:R:1
Cl 1.214 -0.566 -2.347 -0.458
N -1.123 1.955 2.973 -0.514
C 0.482 -0.761 -7.902 0.377
H -0.339 -0.186 5.342 0.326
Co 0.085 0.496 -6.690 1.246
N 0.494 0.607 3.542 -0.313
H 1.858 -0.773 4.361 0.292
Cl -0.297 1.996 -5.146 -0.567
H -2.216 1.910 4.840 0.327
Y -0.049 0.805 -0.732 2.039
C -0.433 0.585 4.578 0.155
O -0.938 -1.478 1.704 -0.244
C -0.609 -0.783 0.818 0.373
S 1.149 2.059 1.315 -0.033
C -0.301 1.360 -8.192 0.392
C 1.708 -0.217 3.430 -0.439
O 0.808 -1.580 -8.680 -0.197
C 0.095 1.471 2.582 0.277
O -0.392 1.465 -9.370 -0.241
H 2.613 0.385 3.251 0.290
H 1.576 -0.922 2.602 0.231
H -1.653 2.596 2.350 0.494
C -1.385 1.521 4.275 0.188
```

DFT (ωB97M-V with the def2-TZVPD basis set) results for C7H6F9N2O9S3Zn2 as an isolated structure at a distorted geometry.

* energy: -182554.540 eV
* gap between HOMO and LUMO: 7.6 eV
* total charge: +1
* LUMO energy: -6.58 eV
* maximum force: 0.0673 hartree/bohr

Structure (XYZ):
```
38
Properties=species:S:1:pos:R:3:nbo_charge:R:1
O -2.529 1.305 1.178 -1.149
H 1.942 -2.972 -3.236 0.259
C 2.654 -3.340 1.484 -0.734
N 0.455 -3.575 2.860 -0.363
N 2.890 -0.139 -2.386 -0.393
O 0.042 2.002 2.000 -1.130
O 0.394 2.671 -0.270 -1.143
O 0.018 4.393 1.437 -0.860
F -2.911 -1.334 -0.175 -0.303
H 2.697 -4.326 1.006 0.260
C 2.369 3.160 1.463 0.756
S -3.033 2.316 0.234 2.325
F -5.238 2.754 -1.067 -0.286
C 1.447 -3.422 2.299 0.309
F 2.553 3.080 2.771 -0.295
S -0.345 -0.888 -0.499 2.368
H 3.037 -3.199 -1.844 0.254
F -2.126 -1.792 -2.160 -0.294
C -4.862 1.943 -0.105 0.781
O -0.440 0.238 -1.454 -1.143
F 2.980 2.153 0.867 -0.293
Zn -0.410 2.088 -2.003 1.853
C 2.908 -2.714 -2.807 -0.718
C 2.916 -1.271 -2.571 0.333
F 2.822 4.314 1.031 -0.281
O -0.519 -0.358 0.846 -1.114
Zn -1.271 0.583 2.485 1.853
O -3.067 3.647 0.789 -0.896
H 2.586 -2.635 0.661 0.265
H 3.695 -2.951 -3.519 0.265
C -1.912 -1.878 -0.857 0.758
F -5.570 2.187 0.966 -0.278
F -1.780 -3.130 -0.488 -0.278
S 0.523 3.085 1.139 2.348
O 0.794 -1.735 -0.637 -0.899
F -4.974 0.683 -0.474 -0.299
H 3.561 -3.191 2.060 0.262
O -2.294 2.250 -1.022 -1.100
```

DFT (ωB97M-V with the def2-TZVPD basis set) results for C7H6FInO3 as an isolated structure at a distorted geometry.

* energy: -21366.459 eV
* gap between HOMO and LUMO: 1.1 eV
* total charge: +2
* LUMO energy: -12.67 eV
* maximum force: 0.0600 hartree/bohr

Structure (XYZ):
```
18
Properties=species:S:1:pos:R:3:nbo_charge:R:1
C 0.176 -2.071 -4.749 -0.159
C 1.010 -1.164 -5.436 -0.034
C 2.025 -0.491 -3.386 -0.231
C 1.991 -0.395 -4.780 -0.172
C -2.648 3.594 8.245 0.911
F 1.418 -1.441 -1.319 -0.273
H -0.460 -2.780 -2.795 0.263
C 0.278 -2.205 -3.335 -0.247
H -0.539 -2.657 -5.306 0.258
H -4.090 3.139 9.020 0.507
H 2.696 0.265 -5.264 0.261
O -1.640 4.268 8.058 -0.229
In 1.160 -2.086 6.146 1.000
O -2.713 2.401 7.900 -0.313
O -3.642 3.988 9.014 -0.570
H 0.942 -0.983 -6.499 0.248
H 2.788 0.032 -2.827 0.256
C 1.248 -1.415 -2.687 0.523
```

DFT (ωB97M-V with the def2-TZVPD basis set) results for a 2-piece molecular cluster, C7H6FN overall at a distorted geometry.

* energy: -11561.656 eV
* energy relative to the best compared isomer or geometry (same formula, charge and spin): 25.38 kcal per mole
* gap between HOMO and LUMO: 10.3 eV
* LUMO energy: 0.89 eV
* maximum force: 0.0759 hartree/bohr

Structure (XYZ):
```
15
Properties=species:S:1:pos:R:3:nbo_charge:R:1
C 2.081 -2.802 1.229 0.301
C -1.233 -0.863 -0.465 -0.203
H 1.548 1.699 -0.267 0.219
F 2.079 -0.364 -1.811 -0.310
H -1.900 -1.693 -0.264 0.228
H -2.042 0.413 1.097 0.211
H 2.362 -0.748 1.541 0.427
N 2.204 -1.642 1.278 -0.728
C 0.763 1.085 -0.523 -0.309
H -0.494 2.166 0.897 0.219
H -0.029 -1.932 -1.777 0.227
C 0.950 -0.084 -1.170 0.400
C -0.113 -0.986 -1.198 -0.267
C -1.305 0.287 0.293 -0.220
C -0.356 1.267 0.223 -0.195
```

DFT (ωB97M-V with the def2-TZVPD basis set) results for the molecule C7H6INO2 at a distorted geometry.

* energy: -21036.064 eV
* energy relative to the best compared isomer or geometry (same formula, charge and spin): 0.00 kcal per mole
* gap between HOMO and LUMO: 8.5 eV
* LUMO energy: -0.57 eV
* maximum force: 0.0766 hartree/bohr
* SMILES: O=[N+]([O-])C1=C(I)[C@H]2C=C[C@@H]1C2

Structure (XYZ):
```
17
Properties=species:S:1:pos:R:3:nbo_charge:R:1
O 1.081 -0.716 -2.957 -0.381
H 0.124 1.511 2.031 0.220
C -0.660 0.439 -1.025 -0.056
O 2.068 -1.782 -1.399 -0.390
C -0.222 -1.076 1.110 -0.153
N 1.289 -0.919 -1.782 0.514
C 0.850 -0.101 0.638 -0.312
C -1.107 0.819 0.337 -0.354
C -1.394 -0.465 1.091 -0.206
H 0.255 -1.906 1.609 0.234
H -1.893 1.539 0.416 0.236
I -1.515 0.798 -2.904 0.284
C 0.238 1.271 0.935 -0.324
C 0.595 -0.121 -0.796 -0.012
H 0.730 1.958 0.364 0.213
H 1.910 -0.306 1.173 0.255
H -2.347 -0.944 1.161 0.231
```

DFT (ωB97M-V with the def2-TZVPD basis set) results for C7H6MnNO7 as an isolated structure at a distorted geometry.

* energy: -54476.103 eV
* energy relative to the best compared isomer or geometry (same formula, charge and spin): 6.19 kcal per mole
* gap between HOMO and LUMO (spin up / spin down): 8.1 / 5.2 eV
* total charge: +2
* LUMO energy (spin up / spin down): -9.34 / -11.83 eV
* maximum force: 0.1946 hartree/bohr
* 2S+1: 5
* expectation value of S²: 6.071

Structure (XYZ):
```
22
Properties=species:S:1:pos:R:3:nbo_charge:R:1
H -0.646 2.960 -2.279 0.329
C 2.568 1.584 -1.820 0.550
H -1.168 -2.923 1.823 0.263
Mn 0.896 0.869 -1.623 0.277
C -0.612 -0.985 0.978 0.765
N -0.636 -1.480 3.303 -0.697
O -1.344 -0.297 -3.249 -0.270
H -0.017 -0.661 3.007 0.480
O 3.594 2.123 -1.893 -0.258
H -2.384 -1.624 2.092 0.264
O 0.261 -0.173 1.434 -0.739
O -0.947 -1.166 -0.211 -0.649
C -1.317 -1.864 2.039 -0.345
C 1.541 -0.743 -0.941 0.621
O 0.519 2.473 -3.879 -0.120
C 0.142 2.213 -2.751 0.155
O 2.099 -1.704 -0.612 -0.310
C -0.449 0.117 -2.643 0.585
H -0.072 -2.274 3.632 0.447
H -1.313 -1.250 4.021 0.447
C -0.050 2.068 -0.580 0.507
O -0.664 2.737 0.153 -0.302
```

DFT (ωB97M-V with the def2-TZVPD basis set) results for the molecule C7H6N2 at a distorted geometry.

* energy: -10330.960 eV
* energy relative to the best compared isomer or geometry (same formula, charge and spin): 122.41 kcal per mole
* gap between HOMO and LUMO: 10.1 eV
* LUMO energy: 0.92 eV
* maximum force: 0.1056 hartree/bohr
* SMILES: C#C[C@@H]1Cc2ccnn21

Structure (XYZ):
```
15
Properties=species:S:1:pos:R:3:nbo_charge:R:1
N -0.297 0.602 -0.218 -0.192
H -2.633 2.329 0.748 0.192
C -1.829 1.723 0.668 0.010
C 0.579 -0.967 0.684 -0.411
C -0.586 -0.106 0.910 0.159
H 0.238 -1.928 0.175 0.241
C 1.632 -1.267 -2.657 -0.212
C -1.616 0.514 1.617 -0.364
H 1.205 -1.409 1.653 0.241
C 1.029 0.043 -0.394 -0.110
N -1.007 1.782 -0.364 -0.250
H -2.093 0.343 2.543 0.233
C 1.277 -0.543 -1.714 -0.056
H 2.209 -1.844 -3.554 0.278
H 1.891 0.728 -0.096 0.241
```

DFT (ωB97M-V with the def2-TZVPD basis set) results for the molecule C7H6N2O2 at a distorted geometry.

* energy: -14426.944 eV
* energy relative to the best compared isomer or geometry (same formula, charge and spin): 119.60 kcal per mole
* gap between HOMO and LUMO (spin up / spin down): 7.5 / 7.0 eV
* LUMO energy (spin up / spin down): -1.13 / -1.62 eV
* maximum force: 0.0635 hartree/bohr
* SMILES: O=C/N=C1\C=CC=C\C1=[NH+]\[O-]

Structure (XYZ):
```
17
Properties=species:S:1:pos:R:3:nbo_charge:R:1
H 1.304 -3.027 -0.305 0.370
C -0.691 0.935 0.501 -0.231
C -0.586 -0.179 3.359 0.497
N -0.661 -0.746 2.187 -0.401
O 0.607 -2.823 1.425 -0.341
C -0.378 1.392 -0.715 -0.166
C 0.614 -0.650 -1.301 -0.216
O -1.372 -0.026 4.247 -0.584
H 0.401 0.051 3.535 0.102
N 0.736 -2.387 0.303 0.038
H -0.507 2.381 -0.945 0.211
C 0.345 -1.162 -0.028 0.045
H 1.061 -1.282 -2.068 0.217
C -0.399 -0.401 0.980 0.229
H 0.392 0.840 -2.744 0.225
C 0.201 0.551 -1.708 -0.212
H -1.102 1.638 1.102 0.218
```

DFT (ωB97M-V with the def2-TZVPD basis set) results for C7H6N2O4SYb as an isolated structure at a distorted geometry.

* energy: -60860.286 eV
* energy relative to the best compared isomer or geometry (same formula, charge and spin): 0.00 kcal per mole
* gap between HOMO and LUMO (spin up / spin down): 8.0 / 7.0 eV
* total charge: +3
* LUMO energy (spin up / spin down): -13.33 / -14.38 eV
* maximum force: 0.1006 hartree/bohr
* 2S+1: 2
* expectation value of S²: 0.751

Structure (XYZ):
```
21
Properties=species:S:1:pos:R:3:nbo_charge:R:1
C -2.157 0.346 -3.260 0.462
H -1.474 0.439 2.901 0.273
O -0.176 3.762 -2.411 -0.232
O -0.050 -3.181 -2.397 -0.215
H -1.678 -1.134 2.086 0.253
O 2.447 0.396 -3.767 -0.252
S 1.922 0.879 -0.207 -0.001
C -0.968 -0.339 2.315 -0.240
C -0.114 -2.076 -2.105 0.440
Yb -0.332 0.274 -1.425 1.539
H 2.343 -0.594 2.325 0.481
C -0.239 2.659 -2.109 0.442
N -0.461 0.216 1.017 -0.714
N 1.356 -0.536 2.079 -0.456
H -0.828 1.161 0.846 0.422
H 0.434 -0.350 3.981 0.275
C 0.953 0.184 1.032 0.280
C 1.520 0.331 -3.095 0.446
C 0.269 -0.859 3.021 -0.250
O -3.016 0.361 -4.015 -0.226
H 0.250 -1.940 3.188 0.271
```

DFT (ωB97M-V with the def2-TZVPD basis set) results for C7H6N2O6Tm as an isolated structure at a distorted geometry.

* energy: -52118.408 eV
* energy relative to the best compared isomer or geometry (same formula, charge and spin): 68.05 kcal per mole
* gap between HOMO and LUMO (spin up / spin down): 5.9 / 6.0 eV
* total charge: +3
* LUMO energy (spin up / spin down): -14.97 / -14.91 eV
* maximum force: 0.1920 hartree/bohr
* 2S+1: 3
* expectation value of S²: 2.003

Structure (XYZ):
```
22
Properties=species:S:1:pos:R:3:nbo_charge:R:1
C -0.780 -0.094 3.132 0.803
O 0.111 0.120 2.111 -0.838
H 0.860 1.464 5.333 0.256
Tm 0.008 0.009 -0.007 1.596
C 1.118 1.890 -0.023 0.398
O -2.862 1.698 0.104 -0.175
H 1.392 -0.192 5.425 0.256
C 1.884 -1.121 -0.011 0.395
C -1.107 -1.878 -0.015 0.391
N -0.386 0.096 4.386 -0.485
H -1.054 -0.074 5.111 0.444
O 0.000 -0.001 -4.005 -0.265
O 1.698 2.863 0.104 -0.169
C -1.874 1.118 -0.024 0.391
O 2.862 -1.696 0.106 -0.166
C 0.956 0.549 4.785 -0.418
O -1.698 -2.861 0.104 -0.176
N -2.033 -0.497 2.838 -0.769
C 0.000 0.000 -2.856 0.461
H -2.340 -0.638 1.892 0.390
H 1.577 0.701 3.932 0.222
H -2.676 -0.656 3.588 0.457
```